Entry 1:
# C2H5N3S

One molecule with the formula C2H5N3S at a distorted geometry (wB97M-V/def2-TZVPD, the Open Molecules 2025 dataset).

Each line ends with the Löwdin charge.
CARTESIAN COORDINATES (ANGSTROEM)
C: 0.0536 -0.8042 -0.7888  -0.981
C: 0.1991 1.4690 0.3851  -0.269
H: 0.4430 -0.9898 1.2128  0.113
H: 0.0278 -2.4397 0.3680  0.093
H: -0.0315 0.9699 -1.6330  0.104
H: 0.8210 2.3539 0.2370  0.114
H: -0.9973 0.4609 1.3253  0.025
N: 0.0273 -1.4408 0.3856  0.080
N: 0.1637 0.5933 -0.7048  -0.014
N: -0.4768 1.3081 1.4534  0.103
S: -0.2297 -1.4806 -2.2406  0.630

* SMILES string: [H]/N=C\NC(N)=S
* calculated total energy: -17460.4613 eV
* energy above the lowest of the compared OMol25 structures with the same formula, charge and spin: 0.651 eV
* LUMO energy: 0.576 eV
* orbital gap: 9.420 eV

---

Entry 2:
# C2H5N3S2

One molecule with the formula C2H5N3S2 at a distorted geometry (wB97M-V/def2-TZVPD, the Open Molecules 2025 dataset).

Each line ends with the Löwdin charge.
CARTESIAN COORDINATES (ANGSTROEM)
C: 0.9386 0.3595 -0.7638  -0.996
C: -0.4143 0.1434 1.2734  -0.254
H: -1.0606 -1.0828 -2.5921  -0.017
H: 1.1018 -1.5765 -1.4537  0.039
H: 0.4034 1.8459 0.5230  0.100
H: 0.1429 -0.8661 1.2732  0.125
H: -1.7135 0.4048 2.7349  0.011
N: 0.6916 -1.0791 -0.7000  -0.389
N: 0.1812 0.9265 0.2197  -0.093
N: -1.3597 0.8976 1.9350  0.087
S: -0.9807 -1.3096 -1.0593  0.719
S: 2.0694 1.3363 -1.3903  0.668

* SMILES string: [H]/N=C/NC(=S)NS
* calculated total energy: -28293.1896 eV
* energy above the lowest of the compared OMol25 structures with the same formula, charge and spin: 3.478 eV
* LUMO energy: -0.146 eV
* orbital gap: 8.726 eV